Record 1
Density functional theory data (the ωB97M-V functional and the def2-TZVPD basis) for a structure of composition C52H126InN8O19.

energy = -4113.7090 a.u.
lowest unoccupied orbital energy = -6.9 eV
relative energy (zero: lowest compared OMol25 entry of this formula, charge and spin) = 0.00 kcal/mol
E_HOMO = -10.142 eV
frontier orbital gap = 3.26 eV

ORCA input file:
```
! wB97M-V def2-TZVPD RIJCOSX def2/J DEFGRID3
* xyz 1 1
In 0.180 7.601 -2.162
C -0.642 -0.401 0.028
C -1.158 -1.566 -0.536
C -1.600 -1.618 -1.976
O -2.096 -2.643 -2.579
C -1.557 -0.477 -2.785
C -1.021 0.823 -2.302
C -0.528 0.816 -0.807
O -0.276 1.937 -0.304
O -0.977 1.859 -2.910
O -1.280 -2.576 0.280
H -0.447 -0.366 1.090
H -1.924 -0.579 -3.796
C 1.867 -6.933 8.037
C 1.055 -5.748 7.466
C 1.754 -4.489 7.177
O 2.311 -3.959 8.377
C 2.946 -2.714 8.209
N 0.445 -6.302 6.266
H 2.235 -6.745 9.046
H 2.765 -7.148 7.457
H 1.313 -7.865 8.148
H 0.287 -5.471 8.188
H 1.060 -3.707 6.868
H 2.459 -4.560 6.348
H 2.257 -1.901 7.980
H 3.798 -2.658 7.531
H 3.395 -2.487 9.176
H 1.047 -6.771 5.604
H 0.263 -5.487 5.698
C 2.756 -13.252 2.628
C 2.582 -11.838 3.211
C 2.765 -10.730 2.118
O 2.815 -9.416 2.629
C 3.095 -8.385 1.679
N 1.255 -11.817 3.879
H 1.947 -13.413 1.915
H 2.722 -13.950 3.464
H 3.718 -13.392 2.137
H 3.284 -11.756 4.041
H 1.970 -10.755 1.373
H 3.746 -11.016 1.739
H 3.854 -8.759 0.992
H 3.370 -7.433 2.134
H 2.178 -8.249 1.107
H 1.048 -10.872 4.170
H 0.534 -11.933 3.182
C -7.050 0.705 5.582
C -5.536 0.873 5.304
C -4.670 -0.051 6.221
O -4.925 0.274 7.578
C -4.070 -0.402 8.391
N -5.280 0.575 3.901
H -7.327 -0.343 5.470
H -7.701 1.241 4.891
H -7.326 1.150 6.539
H -5.241 1.879 5.602
H -3.621 -0.059 5.924
H -4.959 -1.068 5.957
H -3.011 -0.147 8.382
H -4.181 -1.484 8.318
H -4.377 -0.227 9.422
H -5.743 -0.308 3.738
H -4.312 0.329 3.752
C 5.149 5.550 9.193
C 3.830 6.273 9.300
C 2.533 5.470 9.057
O 2.503 5.158 7.606
C 1.267 4.554 7.225
N 3.768 6.846 10.626
H 5.260 4.774 9.951
H 5.967 6.227 9.438
H 5.277 5.088 8.215
H 3.870 7.072 8.559
H 1.694 6.101 9.351
H 2.495 4.543 9.628
H 1.281 4.238 6.182
H 0.439 5.210 7.496
H 1.111 3.640 7.797
H 3.163 7.653 10.583
H 4.683 7.221 10.834
C -7.123 1.877 -9.469
C -6.321 2.033 -8.174
C -7.073 1.583 -6.919
O -8.154 2.523 -6.750
C -9.076 2.070 -5.736
N -5.123 1.255 -8.320
H -6.671 2.259 -10.384
H -8.070 2.415 -9.421
H -7.324 0.817 -9.625
H -5.984 3.053 -7.987
H -6.426 1.544 -6.042
H -7.410 0.552 -7.031
H -8.587 2.084 -4.763
H -9.576 1.122 -5.933
H -9.841 2.843 -5.664
H -4.473 1.497 -7.587
H -5.268 0.261 -8.214
C -9.207 -2.699 0.029
C -8.381 -4.010 0.154
O -7.321 -3.808 1.072
H -8.457 -1.972 -0.283
H -9.706 -2.483 0.974
H -9.943 -2.652 -0.773
H -8.011 -4.400 -0.794
H -8.905 -4.828 0.648
H -6.488 -3.907 0.605
C -0.751 -11.451 -3.408
C -0.643 -9.920 -3.523
O -1.731 -9.437 -2.839
H 0.099 -11.889 -3.931
H -1.603 -11.863 -3.950
H -0.824 -11.888 -2.412
H -0.578 -9.640 -4.574
H 0.271 -9.541 -3.066
H -1.581 -8.504 -2.672
C 5.917 0.938 3.109
C 5.725 0.061 1.807
O 5.687 0.907 0.673
H 4.958 1.134 3.589
H 6.440 1.871 2.902
H 6.576 0.430 3.813
H 4.821 -0.548 1.797
H 6.528 -0.674 1.753
H 6.017 0.379 -0.058
C -3.848 -4.454 -10.970
C -4.185 -5.038 -9.604
O -4.659 -3.987 -8.740
H -3.034 -3.734 -10.893
H -4.669 -4.026 -11.545
H -3.523 -5.216 -11.679
H -3.260 -5.409 -9.161
H -4.988 -5.775 -9.605
H -4.389 -4.279 -7.866
C -4.731 10.181 -3.145
O -4.469 8.893 -2.591
C -5.634 8.147 -2.269
C -5.325 6.732 -1.778
N -4.374 6.677 -0.644
C -4.856 7.204 0.562
C -3.705 7.839 1.325
O -3.229 8.971 0.650
C -4.004 10.182 0.969
H -3.860 10.831 -3.229
H -5.432 10.726 -2.513
H -5.004 10.070 -4.194
H -6.254 7.912 -3.134
H -6.265 8.729 -1.597
H -4.835 6.229 -2.612
H -6.255 6.186 -1.618
H -4.307 5.694 -0.424
H -5.249 6.398 1.183
H -5.500 8.074 0.434
H -2.890 7.159 1.573
H -4.148 8.157 2.269
H -3.626 11.103 0.525
H -3.996 10.353 2.045
H -5.025 10.034 0.617
C 3.084 4.884 -5.254
O 3.620 5.683 -4.164
C 4.772 5.053 -3.647
C 5.306 5.924 -2.522
N 4.504 5.824 -1.310
C 5.226 6.669 -0.321
C 4.363 6.918 0.956
O 3.255 7.786 0.744
C 2.647 8.277 1.937
H 2.253 5.416 -5.717
H 2.695 3.908 -4.966
H 3.850 4.802 -6.026
H 5.583 4.993 -4.373
H 4.580 4.033 -3.315
H 5.451 6.947 -2.868
H 6.319 5.566 -2.337
H 4.632 4.898 -0.928
H 5.459 7.695 -0.609
H 6.207 6.280 -0.047
H 5.007 7.284 1.756
H 3.991 5.952 1.298
H 2.133 7.550 2.566
H 2.000 9.101 1.636
H 3.454 8.720 2.521
C 9.820 0.028 -7.080
O 8.980 -0.871 -6.420
C 9.182 -0.864 -5.018
C 8.540 -2.024 -4.265
N 7.074 -1.935 -4.351
C 6.313 -3.100 -3.810
C 6.009 -4.063 -4.966
O 5.639 -3.386 -6.148
C 4.346 -2.803 -6.094
H 9.492 1.043 -6.856
H 9.748 -0.042 -8.166
H 10.847 -0.005 -6.717
H 8.934 0.088 -4.549
H 10.250 -0.955 -4.818
H 8.812 -1.936 -3.214
H 8.804 -2.976 -4.726
H 6.895 -1.931 -5.345
H 5.428 -2.852 -3.224
H 6.965 -3.651 -3.133
H 5.327 -4.867 -4.691
H 6.876 -4.698 -5.145
H 4.171 -2.182 -6.973
H 4.215 -2.078 -5.291
H 3.529 -3.516 -6.202
*
```

=====

Record 2
Density functional theory data (the ωB97M-V functional and the def2-TZVPD basis) for a cluster of 11 separate species, C52H134N8O21 in total.

energy = -4079.2247 a.u.
lowest unoccupied orbital energy = 0.7 eV
relative energy (zero: lowest compared OMol25 entry of this formula, charge and spin) = 28.20 kcal/mol
E_HOMO = -8.374 eV
frontier orbital gap = 9.02 eV

ORCA input file:
```
! wB97M-V def2-TZVPD RIJCOSX def2/J DEFGRID3
* xyz 0 1
C 0.881 5.400 -1.614
O 0.314 4.688 -2.706
C -1.096 4.867 -2.777
C -1.525 4.252 -4.140
N -2.963 4.151 -4.103
C -3.631 3.646 -5.339
C -5.165 3.864 -5.221
O -5.320 5.207 -5.015
C -6.546 5.494 -4.358
H 0.755 6.497 -1.671
H 1.974 5.208 -1.670
H 0.545 5.016 -0.642
H -1.296 5.985 -2.588
H -1.633 4.315 -1.987
H -1.051 3.267 -4.301
H -1.215 4.829 -5.044
H -3.294 5.123 -4.028
H -3.423 2.595 -5.487
H -3.257 4.155 -6.185
H -5.580 3.340 -4.334
H -5.688 3.522 -6.109
H -6.474 6.575 -4.162
H -6.494 4.980 -3.366
H -7.456 5.227 -4.852
C -1.527 4.745 1.839
O -2.632 4.569 2.760
C -2.181 4.113 3.982
C -3.269 3.701 4.944
N -4.175 4.815 5.176
C -5.463 4.480 5.728
C -5.720 4.810 7.185
O -4.771 4.164 7.992
C -4.822 2.721 7.995
H -0.720 5.397 2.285
H -2.026 5.343 1.026
H -1.003 3.842 1.474
H -1.609 4.927 4.384
H -1.557 3.178 3.959
H -2.743 3.290 5.837
H -3.871 2.872 4.507
H -3.788 5.391 5.888
H -5.729 3.425 5.561
H -6.186 4.980 5.127
H -6.767 4.523 7.479
H -5.546 5.863 7.333
H -5.881 2.388 8.047
H -4.221 2.290 8.818
H -4.467 2.266 7.017
C 6.934 2.004 -3.474
O 6.379 1.367 -2.334
C 6.531 1.906 -1.042
C 5.400 1.369 -0.234
N 4.085 1.931 -0.571
C 3.493 1.377 -1.833
C 2.090 1.880 -1.972
O 1.324 1.372 -0.895
C -0.014 1.791 -0.940
H 7.670 2.770 -3.247
H 6.158 2.580 -3.966
H 7.375 1.245 -4.140
H 6.555 2.972 -1.165
H 7.499 1.673 -0.488
H 5.549 1.644 0.820
H 5.479 0.286 -0.269
H 3.372 1.774 0.175
H 3.496 0.273 -1.807
H 4.141 1.671 -2.684
H 1.688 1.593 -2.963
H 2.072 2.966 -1.865
H -0.663 1.194 -0.380
H -0.435 1.688 -1.903
H -0.142 2.787 -0.658
C -1.179 -3.004 8.581
O -2.407 -2.638 7.977
C -2.872 -1.301 8.294
C -2.346 -0.226 7.330
N -2.926 -0.356 5.978
C -2.207 -1.267 5.129
C -1.060 -0.588 4.375
O -1.394 0.687 3.830
C -1.827 0.645 2.465
H -0.327 -2.634 7.960
H -1.044 -4.058 8.724
H -1.107 -2.564 9.577
H -2.593 -1.053 9.295
H -3.952 -1.358 8.094
H -1.206 -0.277 7.339
H -2.552 0.800 7.705
H -2.962 0.519 5.475
H -2.951 -1.780 4.502
H -1.863 -2.080 5.778
H -0.747 -1.328 3.565
H -0.200 -0.477 5.088
H -0.995 0.321 1.801
H -2.099 1.679 2.139
H -2.736 0.049 2.363
C 3.924 -0.521 -4.696
O 4.028 -1.676 -5.536
C 4.827 -1.425 -6.713
C 6.296 -1.078 -6.442
N 6.928 -2.208 -5.797
C 7.702 -1.803 -4.631
C 8.236 -3.003 -3.809
O 7.188 -3.826 -3.420
C 7.555 -5.048 -2.695
H 3.439 -0.806 -3.764
H 3.498 0.348 -5.116
H 4.899 -0.185 -4.330
H 4.343 -0.573 -7.238
H 4.727 -2.355 -7.311
H 6.397 -0.139 -5.849
H 6.743 -0.838 -7.443
H 6.173 -2.885 -5.432
H 7.119 -1.270 -3.853
H 8.487 -1.114 -4.960
H 8.589 -2.544 -2.817
H 9.094 -3.543 -4.259
H 8.452 -5.435 -3.191
H 6.697 -5.729 -2.857
H 7.703 -4.827 -1.594
C -3.753 -1.497 -4.115
O -2.395 -1.638 -3.751
C -2.168 -1.450 -2.278
C -0.802 -1.944 -1.885
N -0.737 -3.408 -2.023
C 0.579 -3.949 -1.742
C 1.677 -3.504 -2.705
O 2.609 -4.613 -2.875
C 3.653 -4.043 -3.679
H -4.355 -2.385 -3.803
H -3.745 -1.465 -5.217
H -4.154 -0.548 -3.710
H -2.923 -2.128 -1.822
H -2.345 -0.414 -2.082
H -0.666 -1.806 -0.805
H 0.009 -1.343 -2.329
H -0.968 -3.724 -3.020
H 0.501 -5.066 -1.755
H 0.896 -3.689 -0.647
H 2.220 -2.563 -2.339
H 1.272 -3.422 -3.704
H 4.478 -4.762 -3.837
H 4.003 -3.119 -3.250
H 3.244 -3.851 -4.664
C 2.347 1.867 2.915
O 3.170 0.727 2.783
C 2.498 -0.397 3.295
C 3.402 -1.553 3.074
N 3.608 -1.662 1.646
C 4.447 -2.837 1.222
C 3.566 -4.104 1.128
O 4.406 -5.259 1.348
C 5.221 -5.533 0.270
H 1.998 1.993 3.939
H 1.468 1.906 2.290
H 2.950 2.736 2.654
H 1.505 -0.543 2.782
H 2.330 -0.290 4.331
H 2.963 -2.459 3.454
H 4.278 -1.369 3.711
H 4.009 -0.779 1.295
H 5.141 -3.121 1.992
H 5.018 -2.531 0.345
H 3.016 -4.151 0.187
H 2.864 -4.087 2.010
H 4.677 -6.009 -0.551
H 6.089 -6.110 0.635
H 5.662 -4.601 -0.137
C -0.244 -3.940 3.393
O -1.189 -3.266 2.571
C -1.875 -4.207 1.698
C -2.850 -3.391 0.869
N -4.100 -3.258 1.668
C -5.000 -2.292 0.993
C -6.118 -1.911 1.963
O -5.646 -1.106 3.033
C -6.327 -1.138 4.245
H 0.300 -3.241 3.977
H 0.578 -4.418 2.817
H -0.680 -4.713 4.049
H -2.439 -4.915 2.235
H -1.139 -4.810 1.084
H -3.018 -3.967 -0.038
H -2.417 -2.469 0.559
H -3.852 -2.874 2.565
H -5.323 -2.880 0.108
H -4.427 -1.441 0.604
H -6.557 -2.830 2.362
H -6.905 -1.414 1.383
H -5.741 -0.511 4.893
H -6.426 -2.143 4.617
H -7.340 -0.734 4.255
O -3.446 2.755 -1.473
C -4.740 2.430 -0.890
C -4.483 1.879 0.470
O -5.607 1.038 0.816
H -3.546 3.144 -2.354
H -5.199 3.367 -0.684
H -5.390 1.736 -1.484
H -4.249 2.645 1.238
H -3.538 1.228 0.370
H -5.359 0.562 1.692
O 0.117 -2.826 -5.710
C 0.793 -1.664 -6.269
C 0.401 -0.403 -5.638
O -1.016 -0.179 -5.618
H -0.776 -2.937 -6.142
H 1.844 -1.847 -6.092
H 0.713 -1.700 -7.312
H 0.818 0.407 -6.168
H 0.744 -0.357 -4.618
H -1.350 -0.866 -4.968
O 1.437 -1.504 -0.111
H 2.146 -1.610 0.547
H 1.446 -0.573 -0.503
*
```